[1]
C2H6 in the gas phase in a non-equilibrium geometry, computed with ωB97M-V with the def2-TZVPD basis set.

Each line ends with the Löwdin spin population.
Cartesian coordinates (Å):
1 C -0.760 -0.054 -0.042  0.37
2 C 0.729 -0.059 -0.047  0.81
3 H -1.247 0.114 -0.931  0.08
4 H -1.159 -0.958 0.242  0.07
5 H -0.951 0.825 0.632  0.07
6 H 1.030 0.012 0.972  0.17
7 H 1.138 1.052 -0.340  0.38
8 H 1.218 -0.933 -0.485  0.05

Computed properties:
HOMO-LUMO gap (spin up / spin down)	4.66 / 7.56	eV
strongest force on any atom	0.1040	Eh/bohr
multiplicity	3


[2]
A molecular structure, C44H59N5S3Sn, computed with ωB97M-V with the def2-TZVPD basis set.

Each line ends with the natural charge from an NBO analysis.
Cartesian coordinates (Å):
1 Sn 0.344 -0.211 -0.545  1.47
2 C -6.103 1.667 -0.183  -0.59
3 C -5.064 1.501 -1.301  -0.44
4 C -3.995 0.518 -0.945  -0.05
5 C -3.997 -0.831 -1.093  0.11
6 C -5.079 -1.707 -1.629  -0.46
7 C -5.900 -2.370 -0.511  -0.59
8 C -2.712 -1.296 -0.578  0.17
9 C -2.336 -2.576 -0.378  -0.18
10 C -1.129 -3.018 0.265  0.28
11 C -0.938 -4.376 0.772  -0.06
12 C -1.971 -5.454 0.709  -0.44
13 C -3.084 -5.234 1.745  -0.59
14 C 0.290 -4.403 1.346  0.12
15 C 0.843 -3.054 1.179  0.17
16 C 2.057 -2.660 1.621  -0.19
17 C 2.582 -1.323 1.648  0.26
18 N 1.893 -0.268 1.272  -0.58
19 C 2.676 0.839 1.609  0.20
20 C 2.240 2.115 1.549  -0.20
21 C 0.895 2.539 1.259  0.26
22 N -0.028 1.791 0.689  -0.60
23 C -1.199 2.551 0.698  0.19
24 C -2.380 2.165 0.173  -0.14
25 C -2.712 0.867 -0.336  0.26
26 N -1.945 -0.199 -0.171  -0.61
27 C -0.942 3.846 1.334  0.02
28 C 0.369 3.843 1.672  0.03
29 C 1.181 4.913 2.326  -0.46
30 C 2.070 5.651 1.314  -0.60
31 C -1.983 4.871 1.632  -0.44
32 C -2.805 4.470 2.869  -0.59
33 C 3.953 0.393 2.181  0.00
34 C 3.890 -0.961 2.219  0.05
35 C 4.827 -2.021 2.714  -0.45
36 C 6.208 -1.585 3.191  -0.60
37 C 4.990 1.352 2.671  -0.45
38 C 4.679 1.859 4.089  -0.59
39 N -0.082 -2.251 0.509  -0.60
40 C 0.961 -5.513 2.081  -0.46
41 C 0.869 -5.324 3.604  -0.59
42 H -6.842 2.418 -0.460  0.23
43 H -5.632 1.980 0.750  0.20
44 H -6.624 0.728 -0.003  0.21
45 H -4.607 2.468 -1.523  0.22
46 H -5.567 1.170 -2.210  0.23
47 H -4.645 -2.482 -2.266  0.22
48 H -5.746 -1.108 -2.251  0.23
49 H -5.276 -3.013 0.111  0.20
50 H -6.696 -2.975 -0.941  0.23
51 H -6.354 -1.618 0.133  0.22
52 H -3.034 -3.353 -0.664  0.24
53 H -1.498 -6.418 0.892  0.23
54 H -2.402 -5.492 -0.295  0.21
55 H -2.680 -5.312 2.754  0.22
56 H -3.866 -5.984 1.631  0.23
57 H -3.535 -4.245 1.638  0.20
58 H 2.677 -3.423 2.071  0.24
59 H 2.924 2.891 1.863  0.24
60 H -3.191 2.883 0.197  0.23
61 H 1.804 4.477 3.111  0.22
62 H 0.520 5.631 2.811  0.23
63 H 2.758 4.969 0.811  0.19
64 H 2.658 6.417 1.818  0.23
65 H 1.460 6.135 0.551  0.22
66 H -2.648 4.995 0.775  0.22
67 H -1.505 5.834 1.813  0.23
68 H -3.333 3.531 2.704  0.20
69 H -3.536 5.244 3.100  0.23
70 H -2.154 4.345 3.735  0.22
71 H 4.952 -2.748 1.904  0.22
72 H 4.328 -2.550 3.534  0.22
73 H 6.771 -1.095 2.398  0.21
74 H 6.768 -2.466 3.499  0.23
75 H 6.144 -0.918 4.051  0.21
76 H 5.050 2.200 1.985  0.22
77 H 5.965 0.875 2.679  0.24
78 H 5.424 2.595 4.387  0.23
79 H 4.700 1.038 4.805  0.22
80 H 3.693 2.323 4.140  0.20
81 H 2.011 -5.572 1.784  0.22
82 H 0.490 -6.458 1.814  0.23
83 H 1.350 -4.398 3.920  0.20
84 H 1.357 -6.155 4.113  0.23
85 H -0.172 -5.289 3.926  0.21
86 C 2.513 0.649 -5.493  -0.53
87 C 3.441 0.233 -4.359  -0.54
88 S 2.901 0.658 -2.677  0.22
89 C 2.872 2.475 -2.638  -0.54
90 C 1.655 3.169 -3.254  -0.53
91 S 0.069 2.441 -2.718  0.18
92 C -0.880 2.215 -4.264  -0.52
93 C -0.133 1.710 -5.491  -0.54
94 S 0.771 0.146 -5.236  0.18
95 H 2.847 0.175 -6.415  0.24
96 H 2.536 1.726 -5.643  0.21
97 H 4.432 0.661 -4.515  0.23
98 H 3.538 -0.852 -4.318  0.24
99 H 3.789 2.837 -3.104  0.24
100 H 2.919 2.703 -1.571  0.22
101 H 1.688 3.143 -4.339  0.22
102 H 1.650 4.214 -2.943  0.23
103 H -1.356 3.167 -4.503  0.23
104 H -1.652 1.501 -3.972  0.23
105 H 0.564 2.452 -5.874  0.22
106 H -0.866 1.527 -6.277  0.24
107 C -1.320 -3.681 -4.541  -0.73
108 C -0.867 -2.723 -3.554  0.37
109 N -0.499 -1.966 -2.774  -0.40
110 H -1.439 -4.662 -4.083  0.26
111 H -0.594 -3.754 -5.349  0.28
112 H -2.276 -3.361 -4.955  0.27

Computed properties:
HOMO-LUMO gap (spin up / spin down)	4.55 / 4.55	eV
net charge	+2
strongest force on any atom	0.0146	Eh/bohr


[3]
A molecular structure, H30O15 in a non-equilibrium geometry, computed with ωB97M-V with the def2-TZVPD basis set.

Each line ends with the natural charge from an NBO analysis.
Cartesian coordinates (Å):
1 O -1.328 3.501 0.399  -1.02
2 H -1.008 3.080 -0.286  0.45
3 H -1.869 2.820 0.972  0.43
4 O 1.393 0.752 -3.182  -1.00
5 H 1.733 0.516 -2.290  0.46
6 H 0.922 -0.128 -3.430  0.49
7 O 1.738 1.862 1.399  -0.93
8 H 2.002 2.516 0.911  0.47
9 H 1.292 2.297 2.082  0.48
10 O -1.441 -1.283 -0.915  -0.98
11 H -1.881 -2.043 -0.898  0.49
12 H -1.860 -0.368 -0.678  0.52
13 O -0.074 1.856 -0.772  -0.99
14 H 0.538 1.381 -1.571  0.49
15 H -0.843 1.553 -1.115  0.43
16 O -0.530 -0.799 3.726  -0.93
17 H -0.508 -0.291 4.514  0.46
18 H -0.432 -0.016 3.025  0.48
19 O -3.096 0.123 0.410  -0.93
20 H -2.916 -0.772 0.464  0.50
21 H -3.980 0.031 -0.089  0.51
22 O 0.233 -0.296 0.654  -1.06
23 H -0.406 -0.743 0.125  0.47
24 H 0.363 0.648 0.323  0.53
25 O 0.684 -4.171 -0.654  -0.91
26 H -0.178 -4.364 -0.237  0.44
27 H 0.843 -3.372 -0.350  0.47
28 O 2.443 -0.451 -1.800  -0.90
29 H 3.142 -0.918 -1.902  0.47
30 H 2.387 -0.602 -0.745  0.50
31 O -0.021 -1.621 -2.842  -0.96
32 H -0.212 -2.501 -3.282  0.48
33 H -0.547 -1.534 -2.137  0.46
34 O 2.117 -2.237 1.370  -1.03
35 H 1.404 -1.542 1.169  0.46
36 H 2.882 -1.719 1.381  0.44
37 O -1.733 2.165 1.940  -0.84
38 H -2.102 1.373 1.615  0.48
39 H -2.286 2.253 2.744  0.49
40 O -2.022 1.472 -1.552  -0.97
41 H -2.545 1.144 -2.366  0.52
42 H -2.276 1.183 -0.568  0.50
43 O 3.292 -0.602 1.271  -0.92
44 H 4.105 -0.162 1.780  0.49
45 H 2.582 0.012 1.390  0.52

Computed properties:
HOMO-LUMO gap	7.77	eV
strongest force on any atom	0.2089	Eh/bohr


Ordered E_tot results: -79.46304; -3394.21434; -1146.14723; unit hartree.
Ordered energy above the lowest of the compared OMol25 structures with the same formula, charge and spin results: 3.943; 0.000; 13.411; unit eV.